ORCA calculation (wB97M-V/def2-TZVPD) on 2 unconnected molecules or ions with the total composition C5H4INO in a non-equilibrium geometry.

```
12
Properties=species:S:1:pos:R:3:forces:R:3
C -1.12339 1.84993 0.68600 0.47 -3.97 -1.39
C -0.18037 -0.07263 -1.16311 1.21 0.65 -2.86
C 1.14208 -0.53641 -0.63280 0.35 1.00 3.12
C 0.48803 -0.57264 0.81959 0.15 0.70 -1.44
C -0.86579 -0.21994 0.14331 -0.81 4.14 2.52
N -1.30003 2.97902 0.78417 -0.08 0.75 0.26
O -0.45688 0.32263 -2.25708 -0.70 -0.26 0.67
I -2.81908 -0.99927 0.34580 0.92 0.03 0.01
H 1.64407 -1.39765 -0.91648 -0.13 -2.33 -1.04
H 2.03262 0.07992 -0.57660 -0.42 1.25 -0.55
H 0.40567 -1.50645 1.24928 0.01 -2.21 0.89
H 1.03307 0.07349 1.51791 -0.98 0.24 -0.19
```
Positions in Å, forces in eV/Å.

Properties
Calculated total energy in eV: -16883.3605
HOMO in eV: -10.41
Maximum force in eV/Å: 4.92
Frontier orbital gap in Eh: 0.3174
Energy above the lowest of the compared OMol25 structures with the same formula, charge and spin in kJ/mol: 304.58
2S+1: 1